# 1
# C4H13N2S

A gas-phase ion, C4H13N2S (charge +1) at a distorted geometry (ωB97M-V with the def2-TZVPD basis set, OMol25).

Summary:
HOMO level	-13.31	eV
SMILES	CNC[C@@H]([NH3+])CS
total charge	+1
Kohn-Sham gap	10.13	eV
calculated total energy	-18166.9777	eV
lowest unoccupied orbital energy	-3.187	eV

Structure (XYZ):
```
20
C4H13N2S ωB97M-V with the def2-TZVPD basis set
H 0.401 1.736 -1.062
H -1.906 0.440 -1.404
H 3.156 0.041 -1.534
H 1.394 1.158 1.170
C 0.815 -0.375 -0.925
H -2.844 -0.509 2.066
N -1.687 -0.676 0.370
H -3.767 -0.082 0.657
H 0.390 -1.316 -0.406
N 0.388 1.039 0.974
S 2.534 -0.365 -0.369
H -2.114 1.340 0.130
H -3.395 -1.732 1.218
H -1.603 -1.459 -0.242
C -3.014 -0.758 1.035
C -1.484 0.551 -0.414
H -0.020 0.266 1.537
H 0.865 -0.519 -2.005
C 0.020 0.887 -0.496
H 0.185 1.966 1.363
```



# 2
# C7H13N3Si

C7H13N3Si in the gas phase at a distorted geometry (ωB97M-V with the def2-TZVPD basis set, OMol25).

Summary:
spin multiplicity	3
HOMO level (alpha / beta)	-3.55 / -8.50	eV
Kohn-Sham gap (alpha / beta)	4.07 / 4.75	eV
calculated total energy	-19810.3987	eV
lowest unoccupied orbital energy (alpha / beta)	0.525 / -3.745	eV

Structure (XYZ):
```
24
C7H13N3Si ωB97M-V with the def2-TZVPD basis set
H 0.529 -0.225 2.135
H -0.251 -0.524 -2.455
H 1.778 -1.996 -1.087
H -0.397 3.737 0.870
H 3.946 1.548 -0.193
C 2.263 -1.085 -0.600
Si -1.230 -0.069 -0.088
C -2.670 -0.889 0.630
H -2.654 -1.107 1.754
H -3.614 -0.348 0.479
C -0.894 -1.049 -1.732
C 3.298 0.718 -0.223
H 0.251 2.120 1.661
H -1.663 2.484 -0.750
N 1.642 -0.424 0.387
H -2.855 -1.844 0.070
C 0.553 -0.754 1.177
N 2.341 0.688 0.634
N 3.272 -0.300 -1.047
C -1.137 1.865 0.025
H -1.864 -1.200 -2.287
C -0.438 2.554 0.876
H 0.427 -1.829 1.240
H -0.632 -2.070 -1.479
```



# 3
# C16H24MnN6S2Si

A molecular structure, C16H24MnN6S2Si (ωB97M-V with the def2-TZVPD basis set, OMol25).

Summary:
spin multiplicity	4
HOMO level (alpha / beta)	-14.66 / -14.68	eV
total charge	+2
Kohn-Sham gap (alpha / beta)	6.41 / 7.13	eV
calculated total energy	-86776.1774	eV
lowest unoccupied orbital energy (alpha / beta)	-8.251 / -7.549	eV

Structure (XYZ):
```
50
C16H24MnN6S2Si ωB97M-V with the def2-TZVPD basis set
H -1.652 4.957 1.324
C -4.426 0.937 -1.236
H -1.002 -4.769 5.055
N -2.234 0.249 -0.658
H -1.734 5.718 2.913
H -0.378 -1.453 -3.998
C -1.653 -2.405 3.234
C -1.944 0.050 -1.966
C -0.011 -0.502 -3.603
S 1.093 -1.408 1.273
N 1.546 -0.595 -1.270
H 1.373 5.352 3.370
H 3.967 -1.000 -0.848
C -0.455 2.076 2.050
H -5.387 1.313 -0.916
N 3.376 -1.227 -0.064
H 3.800 -1.560 0.783
C -0.528 1.037 1.413
C -0.684 3.223 4.801
H -0.652 -2.035 6.101
H 1.073 -0.518 -3.602
H 0.075 2.537 5.182
H 2.086 3.755 3.126
H -4.922 0.838 -3.318
C -3.433 0.699 -0.297
C -0.475 -2.636 5.213
C -0.529 -0.312 -2.227
C 1.298 4.431 2.788
H -2.847 -4.069 3.356
H -3.581 0.880 0.760
H -2.238 -3.792 5.861
C -4.159 0.681 -2.567
H -0.366 0.292 -4.260
H 0.556 -2.983 5.220
N -2.114 -3.516 3.770
H -2.653 0.053 -3.982
Mn -0.812 -0.561 0.526
C -1.488 -3.797 5.074
C -1.747 4.757 2.393
C 2.062 -1.022 -0.155
C -2.891 0.239 -2.945
H -2.720 4.294 2.573
N -0.737 -1.843 3.999
H -0.656 4.124 5.419
Si -0.377 3.689 3.033
H -0.259 -0.991 3.753
H -1.665 2.761 4.927
H 1.486 4.678 1.742
S -2.266 -1.782 1.737
N 0.202 -0.409 -1.162
```



# 4
# C8H16BN

A molecular structure, C8H16BN at a distorted geometry (ωB97M-V with the def2-TZVPD basis set, OMol25).

Summary:
HOMO level	-8.74	eV
Kohn-Sham gap	9.59	eV
calculated total energy	-10719.5726	eV
lowest unoccupied orbital energy	0.849	eV

Structure (XYZ):
```
26
C8H16BN ωB97M-V with the def2-TZVPD basis set
H 0.179 -3.094 -0.773
C -2.296 1.897 -0.707
H 3.524 0.504 1.313
H 3.451 -1.253 -0.177
H -2.538 -0.788 1.359
C -1.424 1.364 0.444
C 2.833 -0.678 -0.941
C -0.302 -2.171 -0.299
H 2.383 1.619 1.596
C -2.128 -0.901 0.418
H 1.848 1.294 -0.646
C 1.916 0.293 -0.222
H 3.400 -0.071 -1.559
B 0.123 -0.692 -0.083
H 2.300 -1.445 -1.526
N -1.046 0.006 0.193
H -3.015 1.259 -1.009
H -2.059 1.327 1.270
H -1.714 2.202 -1.462
H -2.762 2.915 -0.488
H -2.136 -3.166 -0.001
H -0.438 1.855 0.475
C -1.580 -2.251 0.115
C 2.465 0.674 1.205
H -2.993 -0.621 -0.390
H 2.008 -0.079 1.893
```



# 5
# C82H212N16O25

16 unconnected molecules or ions with the total composition C82H212N16O25 at a distorted geometry (ωB97M-V with the def2-TZVPD basis set, OMol25).

Summary:
HOMO level	-8.05	eV
Kohn-Sham gap	8.53	eV
calculated total energy	-163472.6393	eV
lowest unoccupied orbital energy	0.483	eV

Structure (XYZ):
```
335
C82H212N16O25 ωB97M-V with the def2-TZVPD basis set
C 4.949 4.696 -0.781
H -2.553 -5.361 3.416
O -6.820 3.109 -6.766
H -5.044 -4.129 4.093
H 3.865 -3.583 9.758
N 8.131 -5.259 -3.070
C -1.991 10.674 3.258
H -3.670 0.298 -1.817
C -1.589 6.645 -6.532
C -2.397 8.489 2.469
H 3.825 3.613 -4.875
C -6.121 2.737 -3.929
C 3.938 0.511 1.968
H -0.488 13.414 5.916
H -0.849 -3.297 0.244
H -1.519 -4.744 -2.006
H -1.437 6.735 5.776
H -2.167 13.991 5.661
H -2.299 -1.918 -4.996
H 0.547 6.301 0.865
C 1.957 -7.676 -2.615
O 5.542 6.697 0.522
H -6.936 -5.513 -1.150
H 2.138 -6.499 5.329
O -7.130 -1.503 -0.401
H 1.635 4.473 -6.774
N -2.356 9.341 3.600
H -0.662 4.245 4.538
H -5.974 3.158 -8.745
H 2.440 0.635 3.380
C -0.593 0.328 4.519
H 5.361 -5.108 -5.018
H -8.025 1.651 -3.227
C 2.827 3.827 -4.494
C -3.174 -2.826 7.100
H 4.686 -6.305 7.691
H 3.098 -7.835 5.975
H 7.790 -2.894 2.149
H 7.955 -6.079 -1.249
N 0.048 7.201 -4.527
H -0.814 5.526 6.850
C -1.350 6.968 -5.013
H 3.337 -2.902 1.417
O 6.209 -3.335 -4.602
H -3.032 -0.540 -4.170
H 4.451 6.819 2.149
H 8.718 -8.822 2.736
C 7.485 -2.837 1.104
H -4.772 -2.110 0.220
C 2.912 -7.228 5.090
C 3.558 -0.308 -0.244
C 5.772 5.258 0.435
H -0.050 7.431 -3.549
H 0.737 10.082 -6.016
H 3.034 -1.241 -0.037
H -0.845 9.534 -5.745
H 6.167 -1.500 -5.856
H -3.782 -1.253 -5.613
H 5.455 5.159 -1.628
C -5.864 -5.438 -1.331
H 6.527 -4.184 -0.977
H -0.303 0.188 3.477
H -8.872 -6.989 3.037
H -4.704 0.478 5.201
C 2.806 -3.852 1.367
H 7.438 -8.014 4.802
C -3.326 5.179 -6.495
O 1.823 3.068 -5.168
H -2.844 1.732 -5.462
C -1.662 1.687 -7.450
H 3.091 4.808 -1.738
H -3.699 4.964 -2.117
H -4.730 2.697 0.935
O -1.244 7.283 0.872
H -5.520 0.214 0.646
N -5.821 -4.399 0.868
H -1.037 -5.412 -0.394
H 0.194 -8.790 -0.802
C 2.661 -8.128 3.867
C -8.576 -5.942 2.971
H -0.814 14.743 4.876
C -8.017 -2.310 -1.156
H -7.680 1.422 -5.705
H 5.220 -2.823 -6.397
H 0.877 -2.293 -7.534
O 1.906 -7.381 2.878
H -1.794 -4.008 5.231
H -5.544 -6.202 -2.041
H -8.475 -1.840 -2.027
O -7.360 -5.708 3.654
O 8.985 -6.735 4.535
H -5.409 -4.434 1.789
C 7.604 -4.038 -0.897
H 0.101 12.118 -4.534
C -7.806 2.497 -5.835
H 2.312 2.977 2.012
N -0.074 1.523 4.981
H -5.283 -5.967 5.411
H -0.874 -8.837 -2.311
H 2.727 3.516 -3.454
C 1.709 -3.681 -5.545
C 2.474 -6.269 -2.926
C 0.136 9.559 -5.271
N -4.266 -1.256 0.032
H -3.604 1.265 -0.442
C 0.128 -8.753 -1.889
H -2.874 -3.775 3.299
C 1.273 -1.770 -6.663
H 2.771 -4.251 2.381
C 7.903 -8.099 2.760
C 3.032 2.691 2.778
H -1.281 -6.438 -1.735
H -3.974 -2.364 7.679
C 3.747 -4.566 9.304
C 8.223 -7.065 1.609
H 9.153 -6.557 1.863
H 4.918 0.912 1.708
H 1.683 -7.136 0.833
H 2.576 -3.729 -3.623
H -1.990 7.848 -4.943
H -6.761 0.023 -1.732
H -1.733 0.956 -8.255
H 0.748 -3.589 -5.038
O -2.274 4.970 5.481
H -8.861 -2.732 -0.610
C 1.515 3.414 -6.547
H -1.540 3.403 -2.235
H -1.063 11.370 5.098
H -2.790 11.463 5.077
C -4.283 4.743 1.858
H -6.735 -4.826 0.910
H -4.283 6.032 -0.902
H 7.435 -6.329 1.452
H 9.826 -8.605 4.946
H -1.494 11.307 -4.656
C -1.905 11.665 4.472
H -3.368 1.026 -6.805
H 0.479 -9.689 -2.322
H 6.192 6.674 2.527
H 6.816 5.055 0.195
H 1.380 -1.627 1.363
N 4.397 1.163 4.075
H -2.710 -3.475 7.842
H 2.667 3.335 3.578
N -4.569 -4.925 3.692
H 3.169 -7.966 1.294
H -8.097 3.064 -2.520
H -0.592 3.632 -6.101
C -2.142 0.420 4.629
N -3.142 5.280 2.541
H 4.029 3.110 2.643
H -0.282 1.384 5.960
C -3.178 -4.621 3.915
C 0.806 -2.542 1.214
N -1.225 -1.289 0.900
O -2.685 0.924 5.837
H 0.436 0.508 -1.079
H 0.057 1.328 -6.312
O -1.915 -0.198 -5.844
H -2.863 -5.128 6.015
H 4.298 2.815 -0.140
H -3.705 -1.374 -0.800
H 9.482 -5.113 -1.667
H -0.211 4.032 -7.721
C -1.210 13.776 5.185
H 10.888 -7.195 5.253
O -3.743 -3.394 5.938
H -1.674 3.823 2.460
H 3.426 -4.649 0.956
C -0.592 11.424 -4.057
H 0.473 -2.815 2.215
H -6.479 -7.649 4.066
O 4.305 -4.373 8.036
H 0.754 -1.210 4.861
H -9.337 -5.215 3.253
C -1.487 4.916 4.300
H 2.094 -8.979 4.244
H -7.758 4.200 -4.480
O 7.990 -3.947 0.489
O -1.607 12.936 4.102
C -4.083 1.259 5.639
H -3.165 4.840 -5.472
C -6.283 -0.809 -1.213
O -4.397 4.003 -0.433
H 0.469 -1.483 -5.987
H 1.583 -8.777 1.315
O 1.606 -3.599 0.634
C -2.835 -0.981 -5.147
H -3.627 -3.813 -0.718
C 6.139 -2.589 -5.858
H 3.544 -8.683 3.548
C 5.460 7.081 1.829
C -0.832 0.173 0.704
H -0.248 8.147 2.558
C 6.354 -4.763 -4.730
H -3.174 -4.723 0.723
O 2.237 -2.446 -5.902
H 4.133 1.757 4.848
H 3.226 -0.038 -1.246
H -2.897 7.555 2.730
H 10.571 -7.685 3.659
H -1.784 1.703 -2.842
H 5.630 8.155 1.901
H -1.238 0.031 -1.339
C -4.065 3.544 0.767
H -1.021 5.850 3.985
H -3.161 9.430 4.203
H -0.786 -1.680 5.288
C -0.390 -2.311 0.316
H 4.520 2.937 -1.748
H -0.566 9.133 1.327
H -3.088 8.916 1.742
H -5.418 3.110 -4.673
N 4.911 3.188 -0.851
H -1.608 0.776 1.176
H 6.395 -2.864 1.083
O -1.001 2.016 -0.967
N 6.717 -8.825 2.360
H 2.594 4.890 -4.558
C -1.119 2.402 -2.336
H 4.618 -0.541 -0.346
C 2.113 -7.851 1.535
H -2.432 6.079 7.197
H 2.633 -7.963 -1.809
H 0.046 0.339 1.329
N -8.360 2.593 -3.374
O -3.018 -5.815 -0.896
H 4.034 -4.548 5.269
C -0.179 6.753 0.189
N 4.229 -6.548 4.891
H 2.669 -4.724 9.274
H 3.544 -4.526 -4.794
H -5.030 4.428 2.586
H -6.038 -6.901 2.572
C 3.311 1.249 3.149
C -2.432 1.106 -6.253
H 0.864 -5.510 -3.988
H 5.887 -8.253 2.285
H 3.075 -5.934 7.194
C 0.793 8.224 -5.197
C -1.039 8.285 1.822
H -5.861 3.219 -2.987
H 4.375 -5.191 9.939
C -6.270 -6.679 3.613
H -2.362 1.171 3.869
H -1.825 6.295 -4.298
C 2.506 -4.373 -4.499
H 3.009 4.804 0.012
C -1.673 -5.533 -1.271
C 4.080 -5.516 7.244
H 1.773 8.266 -4.720
H -0.056 2.431 -2.575
C -4.325 0.731 -1.061
H -2.726 4.409 -6.979
C 10.087 -7.594 4.631
H -6.597 1.489 -8.173
H 8.372 -7.423 0.590
H -4.732 5.644 1.439
C -2.836 -4.323 5.280
C -6.661 2.576 -8.132
H -0.994 10.704 2.817
H -2.227 -1.370 0.995
O 0.624 -7.469 -2.275
H 0.886 7.766 -6.181
H -7.486 -3.124 -1.651
H 5.591 -5.157 5.570
H 3.464 6.298 -0.772
H 1.579 -4.293 -6.437
H -1.059 5.710 -6.710
C 6.747 -5.542 -3.463
C -3.690 5.128 -1.040
H 7.013 -2.795 -6.475
H -4.889 1.493 -1.599
H -0.660 2.318 4.774
N -0.259 1.948 -7.044
H -1.279 7.329 -7.322
H -8.431 -5.828 1.896
H 5.337 1.129 3.707
H 4.232 -6.353 3.900
H 2.228 -5.713 -2.021
O -2.972 6.525 -6.761
H 1.490 -0.808 -7.128
N 1.856 -5.625 -4.141
H 0.321 7.564 -0.340
C -1.733 5.881 6.385
H 2.056 -8.197 -3.568
H 8.454 -4.499 -3.651
H -2.616 5.886 1.927
H 7.759 -1.922 0.580
C -5.188 -0.231 -0.292
C -0.591 0.695 -0.765
C -0.130 -0.812 5.359
H 6.905 -6.600 3.944
H -2.759 11.172 2.666
H 6.009 -5.238 -2.721
H 2.058 2.949 -7.370
H -2.966 3.557 3.667
C -2.297 4.293 3.221
O -0.001 10.126 -3.967
H -4.353 4.940 -6.772
H 6.623 -6.616 -3.607
H -4.305 -7.001 4.443
H 5.499 4.782 1.376
H -2.702 -0.489 4.409
C -3.683 -4.790 -0.238
H -0.114 -0.658 6.438
H -5.923 1.665 -3.905
C 0.079 3.358 -6.915
H -0.287 -2.185 -0.762
H -7.570 2.958 -8.597
C -5.006 -6.169 4.376
C 3.553 5.214 -0.839
H -8.796 2.724 -6.230
C 4.539 -5.399 5.726
H 6.939 -9.313 1.504
H -0.843 11.761 -3.051
H 7.816 -3.052 -1.311
C -7.537 3.137 -4.390
H 3.537 -6.328 -3.159
H -2.555 -1.942 6.946
H -3.056 3.133 0.723
H -4.468 1.669 6.573
O 3.133 0.646 0.750
C 7.754 -7.273 4.069
C 8.394 -5.167 -1.654
H 4.078 -0.541 2.220
H -5.848 -1.411 -2.011
H -5.708 -4.638 -2.055
H 7.109 -4.919 -5.500
H -5.005 -6.257 0.521
H -0.568 5.937 -0.421
H -2.121 2.549 -7.934
H -2.675 5.389 -0.739
C -5.099 -5.303 0.002
H -4.250 1.930 4.797
```



# 6
# C4H11N2O3

2 unconnected molecules or ions with the total composition C4H11N2O3 at a distorted geometry (ωB97M-V with the def2-TZVPD basis set, OMol25).

Summary:
HOMO level	-3.52	eV
total charge	-1
Kohn-Sham gap	7.07	eV
calculated total energy	-13447.3629	eV
lowest unoccupied orbital energy	3.548	eV

Structure (XYZ):
```
20
C4H11N2O3 ωB97M-V with the def2-TZVPD basis set
H 1.556 -0.291 1.521
H -1.844 1.888 2.057
N -1.180 1.914 1.281
H -0.587 1.982 -0.857
H -0.431 -2.517 -2.353
O 0.981 -1.963 -1.847
O -2.518 2.033 -0.539
H 2.025 -1.919 -0.269
C -1.438 1.883 -0.072
H 0.926 1.976 1.000
C 1.602 -1.228 -1.025
H -0.923 -2.343 -1.045
N 0.561 -0.075 -0.414
H -0.323 -0.770 1.511
C 0.234 1.334 1.559
H 0.391 1.421 2.674
H -0.387 -0.069 -0.844
H 2.241 -0.507 -1.522
O -1.318 -2.616 -1.856
C 0.431 -0.133 1.040
```